C29H20F9O5PPd as an isolated structure in a non-equilibrium geometry. Source: the Open Molecules 2025 dataset; level of theory: ωB97M-V/def2-TZVPD.

Results
Net charge: 0
2S+1: 3
Relative energy (zero: lowest compared OMol25 entry of this formula, charge and spin) (eV): 0.0000
HOMO level (alpha / beta) (eV): -8.8574 / -9.2675
Gap between HOMO and LUMO (alpha / beta) (eV): 8.4 / 7.1

XYZ file:
```
65
Properties=species:S:1:pos:R:3:forces:R:3:lowdin_charge:R:1
Pd 1.374 -0.110 -1.280 0.165 -0.200 -0.185 0.955
O 1.730 2.687 0.629 0.036 0.161 -0.274 0.101
C 2.129 2.256 -0.434 0.505 0.134 0.621 -0.609
O 1.393 1.984 -1.479 -0.432 -0.185 -0.003 -0.150
C 3.632 1.924 -0.583 -0.244 0.002 -0.055 -0.104
C 3.977 1.468 -2.000 0.106 0.187 0.014 -0.253
C 5.491 1.372 -2.199 -0.041 -0.004 -0.054 -0.087
C 5.833 0.071 -1.433 -0.051 -0.062 -0.032 -0.093
C 4.469 -0.305 -0.863 0.157 0.029 0.147 -0.246
O 3.579 0.070 -1.950 -0.217 -0.204 -0.084 -0.149
C 4.071 0.677 0.259 -0.190 -0.250 0.082 -0.094
C 3.026 0.017 1.193 0.804 0.594 0.121 -0.592
O 3.184 0.060 2.395 -0.175 -0.113 -0.123 0.088
O 2.080 -0.657 0.609 -0.531 -0.166 -0.193 -0.156
H 4.198 2.802 -0.276 -0.030 0.024 0.017 0.158
H 3.417 1.969 -2.782 0.023 -0.001 0.006 0.154
H 5.740 1.291 -3.255 -0.003 -0.006 0.010 0.115
H 5.997 2.249 -1.799 -0.002 0.008 0.011 0.120
H 6.189 -0.705 -2.109 0.004 0.014 -0.003 0.116
H 6.576 0.209 -0.650 -0.006 0.008 0.021 0.120
H 4.320 -1.355 -0.627 0.007 0.021 -0.005 0.159
H 4.921 0.926 0.889 -0.005 -0.039 0.012 0.153
F -6.464 1.145 -3.537 0.015 -0.030 -0.012 0.146
C -5.696 0.092 -3.867 -0.049 -0.010 -0.042 -0.586
F -5.400 0.203 -5.171 -0.007 0.000 0.029 0.141
F -6.459 -1.008 -3.723 0.023 0.040 -0.001 0.146
C -4.467 0.018 -3.004 0.027 0.003 0.017 -0.111
C -3.206 -0.065 -3.566 -0.044 0.003 -0.014 0.005
C -2.096 -0.145 -2.736 0.000 0.036 0.059 -0.069
C -2.247 -0.140 -1.355 0.083 -0.038 -0.136 -0.338
C -3.524 -0.047 -0.802 0.000 -0.019 0.060 -0.057
C -4.632 0.030 -1.622 0.030 0.013 -0.026 0.007
P -0.765 -0.323 -0.321 0.042 0.130 0.120 1.050
C -0.982 -1.920 0.515 -0.031 0.089 -0.003 -0.333
C -0.309 -3.027 0.017 0.021 0.010 -0.009 -0.073
C -0.484 -4.273 0.596 -0.022 -0.021 0.022 0.007
C -1.335 -4.405 1.682 0.013 0.045 -0.022 -0.109
C -2.007 -3.302 2.196 0.024 -0.053 -0.021 0.010
C -1.830 -2.061 1.613 0.010 -0.013 -0.013 -0.058
C -1.505 -5.741 2.350 -0.019 -0.054 0.020 -0.585
F -2.787 -5.965 2.689 0.032 0.006 -0.009 0.141
F -1.116 -6.755 1.559 -0.019 0.028 0.035 0.139
F -0.781 -5.821 3.482 -0.016 0.005 -0.025 0.150
C -0.890 0.945 0.963 0.071 0.017 -0.046 -0.346
C -1.470 2.177 0.669 -0.035 -0.049 0.005 -0.064
C -1.418 3.205 1.593 -0.007 -0.053 -0.008 0.003
C -0.773 3.003 2.804 0.017 -0.060 -0.027 -0.111
C -0.174 1.788 3.096 0.001 0.064 0.051 0.018
C -0.226 0.758 2.175 -0.012 -0.069 -0.087 -0.070
C -0.758 4.119 3.808 -0.048 0.063 0.077 -0.578
F 0.209 3.975 4.725 -0.017 -0.001 -0.025 0.145
F -0.588 5.319 3.226 -0.005 -0.044 0.020 0.142
F -1.931 4.180 4.481 0.066 0.009 -0.028 0.133
H -3.086 -0.064 -4.640 -0.009 0.003 0.002 0.124
H -1.104 -0.200 -3.169 0.000 -0.005 -0.010 0.092
H -3.650 -0.029 0.273 -0.007 0.002 0.004 0.112
H -5.624 0.103 -1.196 -0.004 0.000 0.002 0.131
H 0.366 -2.917 -0.825 -0.005 -0.013 0.012 0.094
H 0.039 -5.135 0.208 0.004 -0.010 0.004 0.125
H -2.664 -3.416 3.047 0.001 -0.003 0.004 0.129
H -2.338 -1.197 2.023 0.002 -0.005 0.010 0.110
H -1.946 2.346 -0.288 -0.005 0.000 -0.023 0.114
H -1.858 4.166 1.364 -0.002 0.001 -0.002 0.128
H 0.361 1.648 4.025 -0.001 0.018 0.004 0.131
H 0.289 -0.169 2.388 0.000 0.010 -0.015 0.110
```
Forces are in eV/Å.

One molecule with the formula C5H11N in a non-equilibrium geometry. Source: the Open Molecules 2025 dataset; level of theory: ωB97M-V/def2-TZVPD.

Results
Net charge: 0
2S+1: 1
Relative energy (zero: lowest compared OMol25 entry of this formula, charge and spin) (eV): 2.3454
HOMO level (eV): -8.8002
Gap between HOMO and LUMO (eV): 9.9

XYZ file:
```
17
Properties=species:S:1:pos:R:3:forces:R:3:lowdin_charge:R:1
C 2.479 0.664 1.444 1.362 1.767 -0.018 -0.136
C 1.387 -0.200 0.882 1.883 -0.027 2.044 -0.196
C 0.308 0.296 0.293 0.875 -2.123 -0.615 -0.119
C -0.626 -0.802 -0.161 -0.602 -2.142 2.553 -0.269
C -1.564 -0.679 -1.286 -2.906 0.460 -2.659 -0.329
N -2.193 0.671 -1.205 -2.920 -1.751 1.854 -0.038
H 2.099 1.675 1.623 0.038 -0.013 -0.001 0.065
H 3.332 0.819 0.767 -0.460 -0.081 -0.737 0.066
H 3.140 0.454 2.311 -1.355 -0.861 0.193 0.072
H 1.580 -1.257 1.185 -0.760 0.575 -1.037 0.115
H 0.193 1.361 0.189 -0.404 0.092 -0.214 0.104
H -0.042 -1.808 -0.271 -0.983 1.802 0.433 0.134
H -1.357 -0.902 0.754 1.284 -0.207 -1.415 0.142
H -2.505 -1.356 -1.142 2.188 0.424 -0.393 0.125
H -1.137 -0.862 -2.385 -0.661 0.238 2.367 0.137
H -1.810 1.256 -1.866 0.290 1.739 -1.652 0.014
H -3.284 0.671 -1.133 3.131 0.108 -0.703 0.114
```
Forces are in eV/Å.

One molecule with the formula C9H11P in a non-equilibrium geometry. Source: the Open Molecules 2025 dataset; level of theory: ωB97M-V/def2-TZVPD.

Results
Net charge: 0
2S+1: 3
HOMO level (alpha / beta) (eV): -5.6433 / -8.6957
Gap between HOMO and LUMO (alpha / beta) (eV): 6.6 / 6.6

XYZ file:
```
21
Properties=species:S:1:pos:R:3:forces:R:3:lowdin_charge:R:1
C -0.949 1.443 -0.526 -0.127 2.783 1.064 -0.134
C -0.403 2.680 -0.024 -6.552 -3.894 0.335 -0.113
C -0.575 0.219 -0.946 2.201 -2.940 -1.991 -0.124
C 0.792 3.308 -0.139 4.582 2.042 0.070 -0.124
C 0.742 -0.650 -0.848 -0.513 -0.844 -1.779 -0.498
C 1.666 2.450 -0.726 0.906 0.783 0.764 -0.033
C 2.227 -0.112 -1.022 -0.505 0.835 0.530 -0.228
C 2.133 1.335 -0.834 0.743 -1.234 -0.911 0.017
C -0.965 -2.060 1.272 0.216 2.251 0.609 -0.366
P 0.801 -1.819 0.648 -0.406 0.224 0.402 0.867
H -2.041 1.468 -0.600 0.039 0.463 0.465 0.099
H -1.138 3.102 0.628 -0.485 0.834 0.062 0.090
H -1.340 -0.326 -1.568 0.761 0.456 0.988 0.109
H 1.082 4.107 0.568 -0.100 -0.394 -0.865 0.120
H 0.754 -1.326 -1.788 -0.852 0.592 1.734 0.109
H 2.827 -0.542 -0.208 0.185 0.027 -0.354 0.071
H 2.683 -0.400 -1.996 -0.321 0.248 0.638 0.120
H 1.256 -0.904 1.693 -0.418 -0.245 -0.789 -0.043
H -1.521 -1.111 1.585 0.981 -1.101 -0.466 0.053
H -0.874 -2.683 2.153 -0.036 -0.273 0.150 0.006
H -1.587 -2.533 0.550 -0.298 -0.611 -0.657 0.004
```
Forces are in eV/Å.

A 9-piece molecular cluster, C31H87N7O9 overall in a non-equilibrium geometry. Source: the Open Molecules 2025 dataset; level of theory: ωB97M-V/def2-TZVPD.

Results
Net charge: 0
2S+1: 1
Relative energy (zero: lowest compared OMol25 entry of this formula, charge and spin) (eV): 0.0000
HOMO level (eV): -9.0608
Gap between HOMO and LUMO (eV): 9.6

XYZ file:
```
134
Properties=species:S:1:pos:R:3:forces:R:3:lowdin_charge:R:1
C -0.937 -3.791 -2.123 0.132 0.652 -0.177 -0.093
O -0.878 -4.642 -1.013 -0.306 -0.316 -0.216 -0.171
C -0.479 -4.001 0.166 0.215 -0.436 0.213 -0.224
C -0.593 -5.001 1.302 0.401 -0.006 0.191 -0.450
C -1.991 -5.512 1.522 -0.507 0.375 0.473 -0.063
N -0.125 -4.324 2.528 0.239 -0.072 -0.088 0.033
H -1.291 -4.333 -2.997 0.059 -0.214 0.084 0.102
H 0.041 -3.345 -2.351 0.014 -0.128 -0.003 0.083
H -1.627 -2.955 -1.951 -0.003 -0.069 0.067 0.058
H 0.588 -3.736 0.098 -0.141 0.440 -0.095 0.127
H -1.100 -3.122 0.385 0.108 0.109 -0.088 0.126
H 0.058 -5.850 1.047 -0.079 0.018 -0.069 0.141
H -2.635 -4.690 1.860 0.089 0.015 -0.074 0.082
H -1.980 -6.234 2.342 -0.112 -0.193 -0.185 0.076
H -2.447 -5.931 0.631 0.183 -0.204 -0.043 0.078
H -0.137 -4.974 3.309 -0.168 0.018 -0.050 0.071
H 0.856 -4.081 2.417 -0.067 0.076 -0.023 0.063
C -2.927 3.482 4.234 0.169 0.547 -0.392 -0.106
O -3.474 2.826 3.115 0.079 0.141 -0.043 -0.168
C -2.824 1.613 2.814 -0.256 -0.130 0.502 -0.221
C -3.394 1.075 1.534 -0.091 -0.430 -0.537 -0.416
C -4.882 0.748 1.621 -0.139 0.323 -0.159 -0.045
N -2.587 -0.071 1.088 0.117 -0.365 -0.222 0.037
H -3.269 3.046 5.176 0.115 -0.098 0.024 0.085
H -3.235 4.529 4.186 -0.234 -0.125 0.074 0.095
H -1.830 3.508 4.167 -0.040 -0.266 0.229 0.073
H -1.739 1.749 2.731 -0.062 0.036 0.043 0.100
H -3.020 0.878 3.620 0.167 0.051 -0.024 0.135
H -3.277 1.833 0.752 0.089 0.057 0.120 0.144
H -5.478 1.651 1.775 0.116 -0.014 0.114 0.079
H -5.117 0.050 2.429 0.111 -0.092 -0.041 0.082
H -5.198 0.329 0.663 -0.029 -0.153 0.100 0.062
H -2.954 -0.379 0.175 0.011 0.214 0.257 0.032
H -2.648 -0.884 1.699 -0.200 0.256 0.224 0.093
C 6.403 -0.655 -0.912 -0.229 -0.275 0.607 -0.108
O 5.361 -0.201 -1.743 -0.035 -0.210 0.592 -0.193
C 5.770 0.827 -2.587 0.634 0.037 -0.375 -0.253
C 4.608 1.271 -3.413 -0.131 0.696 -0.320 -0.451
C 4.123 0.188 -4.345 -0.329 -0.348 -0.033 -0.061
N 5.072 2.425 -4.211 -0.538 0.420 0.201 0.035
H 5.962 -1.246 -0.106 -0.083 -0.152 -0.246 0.092
H 6.908 0.163 -0.385 0.159 0.098 -0.367 0.083
H 7.114 -1.275 -1.468 0.119 0.146 0.008 0.091
H 6.161 1.688 -2.024 0.050 -0.093 0.142 0.125
H 6.565 0.484 -3.268 0.064 0.051 0.106 0.136
H 3.816 1.560 -2.708 -0.126 -0.111 -0.134 0.129
H 3.392 0.581 -5.056 -0.013 0.012 0.054 0.070
H 3.650 -0.619 -3.780 0.019 0.057 -0.033 0.068
H 4.940 -0.247 -4.924 0.108 0.131 0.034 0.088
H 4.269 2.797 -4.718 0.166 -0.231 -0.200 0.071
H 5.293 3.198 -3.582 0.232 -0.229 -0.010 0.071
C -0.876 1.670 6.288 0.300 0.471 -0.023 -0.095
O 0.064 1.578 5.239 -0.012 -0.092 0.145 -0.223
C 0.629 0.297 5.089 -0.041 -0.428 -0.098 -0.197
C 1.563 0.357 3.894 0.803 0.240 0.192 -0.402
C 1.960 -1.018 3.431 0.090 -0.755 0.352 -0.061
N 2.798 1.146 4.194 -0.885 -0.957 0.328 0.042
H -1.091 2.732 6.394 -0.220 -0.052 -0.016 0.087
H -0.447 1.346 7.243 -0.113 -0.302 -0.078 0.094
H -1.784 1.126 6.023 -0.047 -0.100 0.263 0.086
H 1.177 0.010 6.002 0.038 0.041 -0.072 0.135
H -0.129 -0.486 4.925 -0.146 0.286 -0.010 0.135
H 1.042 0.910 3.109 0.065 -0.428 0.010 0.102
H 1.090 -1.628 3.178 -0.028 0.091 -0.196 0.066
H 2.459 -1.554 4.252 -0.001 0.115 -0.054 0.091
H 2.668 -1.006 2.604 -0.095 0.157 -0.096 0.077
H 3.305 0.665 4.937 0.087 -0.188 -0.162 0.108
H 2.471 2.009 4.629 0.784 -1.343 -0.505 -0.004
C 2.264 3.837 4.387 0.299 1.124 0.223 -0.113
O 1.355 4.345 3.449 0.067 0.190 0.083 -0.147
C 0.891 3.343 2.574 -0.035 -0.460 0.000 -0.220
C -0.039 3.958 1.548 -0.225 0.701 0.005 -0.424
C -0.412 2.960 0.466 0.321 0.484 0.215 -0.047
N 0.499 5.186 0.932 0.238 -0.340 0.133 0.048
H 1.810 3.024 4.972 -0.504 1.279 0.272 0.067
H 2.550 4.652 5.052 -0.187 0.034 0.076 0.106
H 3.193 3.467 3.929 -0.249 0.216 -0.173 0.098
H 1.745 2.842 2.079 -0.016 0.164 -0.044 0.126
H 0.372 2.571 3.169 -0.037 0.410 -0.314 0.088
H -0.940 4.286 2.085 -0.011 -0.143 -0.078 0.133
H -1.155 3.410 -0.189 -0.115 -0.134 -0.023 0.090
H -0.787 2.038 0.905 0.029 -0.095 -0.234 0.044
H 0.480 2.765 -0.137 -0.087 -0.272 -0.006 0.082
H 0.702 5.848 1.674 -0.052 0.013 -0.019 0.065
H 1.412 4.970 0.532 -0.134 0.017 -0.100 0.073
C -7.371 -1.187 -4.011 0.436 -0.275 -0.166 -0.095
O -6.214 -1.815 -3.480 -0.430 -0.016 -0.079 -0.181
C -5.336 -0.902 -2.893 0.385 0.494 0.148 -0.239
C -4.137 -1.627 -2.338 0.841 -0.240 0.217 -0.415
C -4.511 -2.650 -1.260 -0.264 0.255 -0.164 -0.034
N -3.206 -0.622 -1.783 -0.131 -0.252 0.109 0.045
H -7.827 -0.526 -3.269 -0.100 0.024 -0.034 0.087
H -8.059 -1.978 -4.299 -0.083 0.011 0.113 0.087
H -7.115 -0.624 -4.917 -0.036 0.152 0.125 0.089
H -4.975 -0.156 -3.621 -0.165 -0.058 -0.065 0.130
H -5.806 -0.339 -2.068 -0.155 -0.093 -0.099 0.132
H -3.636 -2.191 -3.140 -0.296 0.162 -0.223 0.130
H -3.802 -3.476 -1.224 0.080 0.014 0.111 0.065
H -5.494 -3.059 -1.497 0.051 -0.122 0.066 0.078
H -4.558 -2.163 -0.284 -0.025 -0.040 0.004 0.068
H -2.287 -1.043 -1.669 -0.004 0.091 0.023 0.038
H -3.049 0.181 -2.386 -0.070 -0.118 -0.185 0.072
C 1.596 -2.905 -5.398 -0.103 0.194 0.388 -0.099
O 0.368 -2.232 -5.182 0.549 -0.057 -0.085 -0.187
C 0.527 -1.093 -4.362 -1.143 0.087 -0.049 -0.217
C -0.828 -0.397 -4.291 0.012 0.422 0.667 -0.436
C -1.324 0.096 -5.630 -0.447 -0.256 -0.468 -0.058
N -0.804 0.749 -3.357 0.375 -0.012 -0.252 0.050
H 2.352 -2.220 -5.800 -0.047 -0.075 -0.146 0.083
H 1.408 -3.724 -6.085 0.042 -0.007 -0.064 0.086
H 1.990 -3.302 -4.451 -0.036 -0.053 -0.071 0.086
H 0.772 -1.377 -3.332 0.441 -0.012 -0.110 0.097
H 1.253 -0.377 -4.771 0.222 -0.237 0.047 0.114
H -1.545 -1.119 -3.882 0.026 -0.028 -0.148 0.114
H -0.711 0.900 -6.048 0.086 0.037 0.202 0.081
H -2.345 0.466 -5.520 0.089 0.152 0.016 0.073
H -1.363 -0.697 -6.381 0.136 -0.066 0.143 0.078
H -0.058 1.367 -3.675 -0.239 0.170 0.066 0.073
H -0.553 0.499 -2.398 -0.081 -0.219 -0.264 0.029
C 2.076 -0.358 -0.898 0.460 -0.278 0.027 -0.073
C 0.951 -0.398 0.102 0.193 0.200 0.179 -0.309
O -0.288 -0.100 -0.534 0.361 -0.315 0.718 -0.140
H 2.079 -1.216 -1.571 -0.102 0.074 -0.087 0.064
H 3.045 -0.358 -0.390 -0.069 -0.078 0.032 0.067
H 2.053 0.564 -1.480 -0.190 -0.026 -0.062 0.071
H 1.225 0.324 0.892 -0.507 0.176 -0.146 0.092
H 0.876 -1.358 0.628 0.127 -0.096 -0.228 0.092
H -0.958 -0.105 0.191 -0.232 0.281 -0.353 0.030
C 4.773 1.917 1.251 -0.415 -0.063 -0.446 -0.176
O 4.860 1.028 2.340 -0.054 0.044 -0.229 -0.150
H 3.770 1.882 0.796 0.048 0.158 0.084 0.067
H 5.006 2.957 1.508 -0.019 -0.045 0.129 0.077
H 5.446 1.612 0.448 0.167 -0.077 0.191 0.047
H 4.016 1.098 2.843 0.389 0.051 0.207 0.008
```
Forces are in eV/Å.